Formula: C29H36BKN6O2
Source: OMol25
Level of theory: wB97M-V/def2-TZVPD

Atoms and positions in Å:
K: -15.35 4.10 7.16
C: -15.10 6.67 2.90
C: -16.14 7.63 2.91
C: -16.80 7.85 4.10
C: -16.43 7.16 5.27
N: -15.47 6.21 5.24
C: -14.84 5.98 4.09
C: -16.86 7.63 6.64
C: -17.37 8.93 6.71
C: -17.38 9.61 7.92
C: -16.86 8.96 9.05
C: -16.37 7.61 8.89
N: -16.46 6.96 7.73
C: -15.67 6.98 10.03
C: -15.13 7.75 11.09
C: -14.27 7.15 12.02
C: -14.17 5.74 12.06
C: -14.83 4.98 11.10
N: -15.73 5.55 10.23
H: -14.49 6.50 2.00
H: -16.43 8.13 1.94
H: -17.39 8.71 4.19
H: -14.08 5.17 4.12
H: -17.75 9.36 5.78
H: -17.69 10.66 7.92
H: -16.88 9.33 10.13
H: -15.16 8.81 10.94
H: -13.84 7.73 12.81
H: -13.57 5.27 12.86
H: -14.60 3.92 10.98
N: -12.98 2.43 6.99
C: -12.14 1.64 6.03
C: -12.96 0.73 5.12
N: -14.33 1.23 4.82
C: -15.19 0.11 4.46
C: -16.65 0.45 4.86
N: -16.65 1.30 6.06
H: -12.37 2.89 7.64
H: -13.57 1.80 7.57
H: -11.39 1.01 6.49
H: -11.56 2.38 5.47
H: -12.97 -0.24 5.57
H: -12.49 0.61 4.17
H: -14.74 1.61 5.71
H: -14.91 -0.87 4.81
H: -15.21 -0.05 3.36
H: -17.16 -0.50 5.07
H: -17.12 1.02 4.04
H: -16.34 0.70 6.81
H: -17.58 1.65 6.34
C: -22.49 1.81 13.02
C: -21.19 1.42 12.35
C: -20.21 0.89 13.49
C: -21.43 0.32 11.34
C: -20.53 2.58 11.60
C: -21.11 3.86 11.55
C: -20.44 4.97 10.98
C: -19.17 4.76 10.49
O: -18.26 5.69 9.98
B: -17.03 4.96 10.05
O: -17.27 3.58 10.14
C: -18.62 3.49 10.51
C: -19.25 2.43 11.07
H: -23.03 0.93 13.33
H: -23.23 2.22 12.34
H: -22.31 2.43 13.91
H: -20.73 0.01 13.85
H: -20.13 1.66 14.29
H: -19.22 0.62 13.07
H: -21.84 -0.54 11.85
H: -20.61 0.07 10.68
H: -22.23 0.58 10.63
H: -22.06 4.01 12.11
H: -20.85 5.95 10.81
H: -18.80 1.46 10.97

ΔE to the lowest compared entry with this formula, charge and spin = 0.0 kcal/mol
frontier orbital gap (alpha / beta) = 3.8 / 3.8 eV
LUMO level (alpha / beta) = -0.32 / -0.32 eV

=====

Formula: C29H36Cl2N4O2P2Pb
Source: OMol25
Level of theory: wB97M-V/def2-TZVPD

Atoms and positions in Å:
Pb: 0.11 1.05 3.50
C: -2.01 2.04 -4.89
C: -2.11 0.77 -4.48
C: -1.31 -0.40 -4.95
C: 0.13 -0.10 -5.44
C: 0.95 0.77 -4.52
C: 1.02 2.10 -4.56
C: 0.31 2.98 -5.55
C: -1.11 2.53 -5.99
C: 2.02 1.10 4.73
H: -2.65 2.82 -4.48
H: -2.93 0.48 -3.80
H: -1.85 -0.91 -5.77
H: -1.26 -1.14 -4.13
H: 0.64 -1.07 -5.50
H: 0.09 0.32 -6.45
H: 1.57 0.19 -3.82
H: 1.70 2.65 -3.90
H: 0.91 3.08 -6.47
H: 0.24 4.00 -5.12
H: -1.60 3.43 -6.41
H: -1.03 1.80 -6.80
H: 1.67 1.62 5.65
H: 2.84 1.68 4.27
H: 2.37 0.09 4.98
P: 1.60 -0.22 1.46
P: -1.50 -0.70 1.33
N: 2.68 1.01 0.90
N: 2.78 -1.46 1.87
N: -2.33 0.53 0.37
N: -2.85 -1.78 1.51
C: 0.91 -0.80 -0.12
C: -0.45 -1.51 0.05
C: 2.69 2.36 1.29
C: 3.64 3.03 0.55
C: 4.24 2.08 -0.35
C: 3.62 0.85 -0.12
C: 3.73 -1.37 2.90
C: 4.44 -2.56 2.96
C: 3.91 -3.43 1.95
C: 2.88 -2.75 1.33
C: -2.54 1.85 0.82
C: -2.78 2.66 -0.29
C: -2.74 1.82 -1.45
C: -2.51 0.53 -1.01
C: -4.00 -1.93 0.74
C: -4.88 -2.78 1.41
C: -4.23 -3.20 2.62
C: -2.99 -2.60 2.65
H: 1.64 -1.48 -0.61
H: 0.80 0.08 -0.77
H: -0.99 -1.51 -0.91
H: -0.31 -2.57 0.37
H: 2.02 2.71 2.08
H: 3.89 4.08 0.62
H: 5.02 2.27 -1.07
H: 3.78 -0.12 -0.57
H: 3.81 -0.47 3.48
H: 5.25 -2.80 3.65
H: 4.24 -4.44 1.72
H: 2.23 -3.05 0.52
H: -2.53 2.08 1.87
H: -2.98 3.72 -0.30
H: -2.84 2.14 -2.48
H: -2.50 -0.40 -1.56
H: -4.11 -1.41 -0.20
H: -5.88 -3.06 1.08
H: -4.65 -3.86 3.38
H: -2.19 -2.65 3.38
Cl: -1.27 -3.57 6.14
C: -1.06 -1.86 6.59
Cl: 0.14 -1.60 7.86
C: -0.62 -0.99 5.37
O: -1.03 0.22 5.44
O: 0.11 -1.47 4.46
H: -2.03 -1.49 6.96

frontier orbital gap = 8.1 eV
LUMO level = 0.11 eV

=====

Formula: C29H36CoF2N6O3S2Si
Source: OMol25
Level of theory: wB97M-V/def2-TZVPD

Atoms and positions in Å:
Co: 0.14 1.68 1.49
S: 0.34 -0.01 3.20
C: 1.86 -0.78 2.84
C: 2.34 -1.86 3.62
C: 3.56 -2.52 3.30
C: 4.10 -3.53 4.12
N: 4.56 -4.41 4.72
C: 4.30 -2.15 2.16
C: 3.81 -1.07 1.34
C: 2.64 -0.36 1.69
S: 2.29 1.03 0.75
C: 5.43 -2.92 1.79
N: 6.39 -3.45 1.41
H: 1.84 -2.08 4.53
H: 4.40 -0.74 0.49
C: -1.72 1.79 -2.63
N: -0.95 2.99 -2.82
N: 0.47 2.87 -2.88
C: 1.09 4.07 -2.51
O: 2.28 4.29 -2.64
C: -0.03 4.86 -2.01
C: -1.16 4.15 -2.13
C: -2.49 4.48 -1.62
C: 1.09 1.94 -3.72
C: 0.46 1.57 -4.91
C: 1.04 0.59 -5.72
C: 2.25 0.06 -5.33
C: 2.92 0.53 -4.18
C: 2.32 1.43 -3.33
H: -1.41 0.98 -3.29
H: -2.73 1.94 -2.99
H: -1.67 1.45 -1.60
H: 0.05 5.82 -1.57
H: -2.51 5.50 -1.19
H: -2.77 3.75 -0.86
H: -3.31 4.48 -2.38
H: -0.43 2.05 -5.23
H: 0.63 0.23 -6.68
H: 2.70 -0.73 -5.95
H: 3.90 0.11 -3.96
H: 2.72 1.74 -2.37
F: 0.40 4.11 3.12
C: 0.44 3.66 1.76
F: -0.55 4.50 1.12
H: 1.40 4.12 1.46
C: -0.53 -4.54 3.41
N: 0.00 -4.19 2.10
C: 0.93 -5.09 1.46
C: 1.67 -4.29 0.41
C: 0.73 -3.66 -0.54
N: -0.35 -2.98 0.12
C: -1.00 -1.82 -0.50
C: -0.81 -3.30 1.37
O: -1.84 -2.83 1.84
H: 0.33 -4.67 4.08
H: -1.12 -5.46 3.29
H: -1.13 -3.75 3.81
H: 0.45 -6.03 1.12
H: 1.56 -5.40 2.28
H: 2.36 -4.96 -0.14
H: 2.26 -3.59 0.89
H: 0.25 -4.46 -1.15
H: 1.16 -2.94 -1.29
H: -0.40 -0.95 -0.51
H: -1.88 -1.71 0.10
H: -1.20 -2.14 -1.56
C: -3.91 3.30 1.36
Si: -3.24 1.50 1.27
C: -4.34 0.64 -0.09
C: -3.62 0.78 2.93
O: -1.69 1.60 0.85
H: -4.35 3.54 0.42
H: -3.12 4.13 1.57
H: -4.78 3.41 2.05
H: -5.39 1.04 0.03
H: -4.38 -0.46 -0.10
H: -3.97 1.00 -1.07
H: -4.70 0.87 3.14
H: -3.07 1.43 3.57
H: -3.27 -0.23 3.08

ΔE to the lowest compared entry with this formula, charge and spin = 0.0 kcal/mol
frontier orbital gap (alpha / beta) = 5.8 / 6.2 eV
charge = -2
LUMO level (alpha / beta) = 4.15 / 4.15 eV
multiplicity = 4

=====

Formula: C29H36Ge2N2O2Ru
Source: OMol25
Level of theory: wB97M-V/def2-TZVPD

Atoms and positions in Å:
Ru: 0.55 -1.03 0.41
O: 4.63 -2.57 -5.63
C: 4.90 -1.73 -4.66
O: 5.60 -0.77 -4.77
C: 4.24 -1.93 -3.30
C: 5.04 -1.75 -2.16
C: 4.48 -1.80 -0.90
C: 3.10 -1.98 -0.78
C: 2.30 -2.15 -1.92
C: 2.87 -2.14 -3.18
N: 2.40 -1.93 0.43
C: 2.78 -2.39 1.57
C: 1.88 -2.19 2.69
C: 2.16 -2.61 3.98
C: 1.24 -2.36 4.99
C: 0.06 -1.69 4.68
C: -0.17 -1.31 3.37
N: 0.70 -1.55 2.39
H: 4.16 -3.38 -5.42
H: 6.10 -1.56 -2.28
H: 5.10 -1.65 -0.03
H: 1.23 -2.38 -1.80
H: 2.25 -2.29 -4.06
H: 3.72 -2.93 1.70
H: 3.09 -3.13 4.18
H: 1.43 -2.68 6.01
H: -0.67 -1.47 5.44
H: -1.09 -0.81 3.10
C: -3.65 -1.94 -2.29
C: -2.15 -1.82 -2.02
Ge: -1.88 -1.16 -0.12
C: -2.74 -2.60 1.13
C: -4.05 -2.07 1.65
C: -2.75 0.61 -0.04
C: -2.03 1.75 0.13
Ge: -0.06 1.36 0.42
C: 1.07 1.94 1.99
C: 1.41 3.42 1.98
C: 0.93 1.06 -1.35
C: 0.94 2.42 -2.08
C: -2.53 3.09 0.11
C: -3.94 3.36 0.06
C: -4.40 4.64 -0.05
C: -3.49 5.72 -0.06
C: -2.09 5.48 -0.03
C: -1.63 4.20 0.08
H: -3.79 -2.38 -3.28
H: -4.15 -0.97 -2.30
H: -4.16 -2.60 -1.59
H: -1.68 -1.10 -2.69
H: -1.65 -2.78 -2.09
H: -2.03 -2.84 1.91
H: -2.85 -3.44 0.45
H: -3.93 -1.26 2.37
H: -4.52 -2.91 2.20
H: -4.76 -1.79 0.87
H: -3.82 0.67 -0.23
H: 1.97 1.32 1.90
H: 0.53 1.65 2.89
H: 1.93 3.73 1.07
H: 2.09 3.62 2.82
H: 0.53 4.05 2.13
H: 0.40 0.32 -1.96
H: 1.95 0.72 -1.16
H: -0.06 2.84 -2.21
H: 1.36 2.28 -3.07
H: 1.57 3.14 -1.56
H: -4.65 2.55 0.13
H: -5.46 4.84 -0.11
H: -3.85 6.74 -0.08
H: -1.40 6.31 -0.09
H: -0.56 4.00 0.10

frontier orbital gap (alpha / beta) = 5.3 / 3.1 eV
charge = +4
LUMO level (alpha / beta) = -13.27 / -15.50 eV
multiplicity = 5

=====

Formula: C29H36N4O2
Source: OMol25
Level of theory: wB97M-V/def2-TZVPD

Atoms and positions in Å:
C: -5.17 1.29 3.98
C: -3.96 1.26 3.06
C: -3.93 2.49 2.14
C: -2.87 2.43 1.03
C: -1.42 2.49 1.52
C: -0.75 1.14 1.80
C: -0.65 0.24 0.57
C: -0.07 0.91 -0.64
C: 1.07 1.62 -0.84
C: 2.14 2.02 0.11
N: 1.18 1.98 -2.17
C: 1.71 3.26 -2.56
N: 0.01 1.55 -2.80
C: -0.09 1.49 -4.20
C: 1.04 1.31 -4.99
C: 0.92 1.26 -6.36
C: -0.33 1.36 -6.96
C: -1.46 1.50 -6.17
C: -1.35 1.58 -4.79
C: -0.77 0.83 -1.91
O: -1.80 0.23 -2.19
C: 0.11 -1.02 0.87
C: -0.16 -2.26 0.36
C: -1.26 -2.69 -0.54
N: 0.78 -3.17 0.79
C: 0.43 -4.54 1.10
N: 1.62 -2.49 1.67
C: 2.85 -3.03 2.07
C: 3.55 -3.91 1.25
C: 4.76 -4.43 1.67
C: 5.28 -4.06 2.90
C: 4.60 -3.17 3.70
C: 3.38 -2.66 3.30
C: 1.29 -1.14 1.70
O: 1.94 -0.30 2.31
H: -6.09 1.29 3.41
H: -5.15 2.19 4.60
H: -5.17 0.42 4.64
H: -3.99 0.36 2.45
H: -3.05 1.23 3.66
H: -4.91 2.59 1.67
H: -3.76 3.38 2.75
H: -3.05 3.29 0.38
H: -3.03 1.54 0.43
H: -0.82 3.00 0.76
H: -1.37 3.09 2.43
H: -1.31 0.59 2.56
H: 0.24 1.32 2.20
H: -1.66 -0.07 0.27
H: 3.11 1.96 -0.37
H: 1.98 3.04 0.46
H: 2.13 1.36 0.97
H: 1.63 3.37 -3.64
H: 1.18 4.09 -2.08
H: 2.76 3.31 -2.28
H: 2.01 1.20 -4.52
H: 1.80 1.13 -6.97
H: -0.42 1.31 -8.03
H: -2.44 1.57 -6.62
H: -2.22 1.68 -4.17
H: -0.89 -3.41 -1.27
H: -2.07 -3.14 0.02
H: -1.65 -1.83 -1.09
H: 0.10 -5.03 0.18
H: 1.31 -5.06 1.48
H: -0.37 -4.59 1.84
H: 3.15 -4.16 0.28
H: 5.29 -5.11 1.03
H: 6.23 -4.47 3.22
H: 5.01 -2.88 4.66
H: 2.84 -1.95 3.92

ΔE to the lowest compared entry with this formula, charge and spin = 26.1 kcal/mol
frontier orbital gap = 8.5 eV
structure (SMILES) = CCCCCCC(c1c(C)n(C)n(-c2ccccc2)c1=O)c1c(C)n(C)n(-c2ccccc2)c1=O
LUMO level = 0.67 eV

=====

Formula: C29H36N4O5
Source: OMol25
Level of theory: wB97M-V/def2-TZVPD

Atoms and positions in Å:
C: -6.32 -0.79 3.78
O: -6.00 -0.77 2.41
C: -4.68 -0.78 2.05
C: -3.61 -0.76 2.93
C: -2.32 -0.76 2.44
C: -2.06 -0.78 1.08
C: -0.64 -0.71 0.60
C: -0.32 -1.76 -0.49
O: -1.18 -2.46 -0.99
N: 0.99 -1.85 -0.76
C: 1.59 -2.80 -1.71
C: 1.13 -2.46 -3.13
C: 1.16 -4.22 -1.34
C: 3.10 -2.66 -1.59
N: -0.31 0.65 0.15
C: 0.62 1.36 0.82
O: 1.25 0.90 1.76
C: 0.91 2.76 0.29
C: 1.92 2.64 -0.87
C: 2.98 1.61 -0.49
O: 2.97 0.48 -0.92
N: 3.90 2.08 0.39
C: 4.88 1.33 1.01
C: 5.19 -0.04 0.87
C: 6.25 -0.22 1.72
C: 7.06 -1.41 2.08
O: 6.54 0.96 2.31
N: 5.69 1.91 1.86
C: -1.11 1.18 -0.91
C: -0.79 0.81 -2.21
C: -1.57 1.25 -3.26
C: -2.67 2.04 -3.00
C: -3.00 2.42 -1.71
C: -4.21 3.27 -1.46
C: -2.21 1.99 -0.64
C: -2.56 2.41 0.76
C: -3.14 -0.81 0.20
C: -4.43 -0.81 0.68
H: -5.94 0.10 4.29
H: -5.93 -1.68 4.27
H: -7.41 -0.80 3.83
H: -3.77 -0.75 4.00
H: -1.49 -0.74 3.14
H: 0.04 -0.90 1.44
H: 1.62 -1.14 -0.41
H: 0.05 -2.48 -3.18
H: 1.53 -3.19 -3.83
H: 1.49 -1.48 -3.42
H: 1.45 -4.44 -0.31
H: 1.64 -4.93 -2.00
H: 0.09 -4.32 -1.42
H: 3.43 -2.94 -0.59
H: 3.59 -3.32 -2.31
H: 3.41 -1.64 -1.79
H: 1.35 3.32 1.11
H: 0.01 3.26 -0.06
H: 1.42 2.29 -1.77
H: 2.38 3.61 -1.07
H: 3.83 3.03 0.73
H: 4.70 -0.76 0.25
H: 8.11 -1.16 2.06
H: 6.81 -1.74 3.09
H: 6.85 -2.21 1.38
H: 0.07 0.18 -2.38
H: -1.33 0.96 -4.27
H: -3.29 2.37 -3.82
H: -4.90 2.75 -0.80
H: -3.93 4.21 -0.98
H: -4.72 3.50 -2.39
H: -1.84 2.03 1.48
H: -3.54 2.03 1.03
H: -2.58 3.50 0.84
H: -2.97 -0.85 -0.86
H: -5.27 -0.84 0.00

ΔE to the lowest compared entry with this formula, charge and spin = 37.1 kcal/mol
frontier orbital gap = 9.0 eV
structure (SMILES) = COc1ccc([C@@H](C(=O)NC(C)(C)C)N(C(=O)CCC(=O)Nc2cc(C)on2)c2cccc(C)c2C)cc1
LUMO level = 0.59 eV